[1]
C32H69AlBBrF5O15 | wB97M-V/def2-TZVPD

Output
- ΔE to the lowest compared entry with this formula, charge and spin (kcal/mol) = 0.00
- net charge = -1
- DFT total energy (eV) = -155917.856
- lowest unoccupied orbital energy (eV) = 1.73
- F_max (hartree/bohr) = 0.01681

```
124
Properties=species:S:1:pos:R:3:forces:R:3
C -0.665460 4.964447 -2.136076 0.1 0.0 -0.2
B -1.796109 5.248227 -3.187063 -0.2 0.3 0.0
O -2.877495 6.048936 -2.818380 0.1 -0.7 0.5
C -1.734836 4.620652 -4.632474 0.0 -0.4 -0.1
O -1.535384 3.209316 -4.505708 0.2 0.0 -0.1
Al -0.382484 2.730241 -5.796489 -0.4 0.6 0.4
C -1.226182 1.104547 -6.722075 0.2 -0.2 0.0
F -0.581605 0.717446 -7.901438 -0.2 0.2 0.3
F -1.101022 0.002143 -5.874023 0.0 0.2 -0.3
C -2.733222 1.196012 -7.076799 -0.2 -0.1 -0.1
F -3.505615 0.664919 -6.114580 0.1 0.2 0.0
F -3.119627 2.476303 -7.243829 0.2 -0.3 0.0
F -3.046780 0.546792 -8.221477 0.0 0.1 0.1
O -0.532936 4.312432 -6.642613 0.2 -0.2 0.0
C -0.605641 5.180061 -5.529074 -0.1 0.0 -0.3
C -0.847991 6.637360 -5.926881 0.2 0.0 0.0
C -0.099525 7.057588 -7.209604 -0.1 0.6 0.1
C -1.081014 7.630810 -8.219754 -0.2 -0.2 0.2
Br -0.168254 8.472409 -9.735224 0.0 0.0 0.0
H 0.068828 5.779592 -2.078097 -0.2 0.0 0.1
H -1.096265 4.787201 -1.145085 0.1 0.1 0.0
H -0.127466 4.065457 -2.449828 0.0 0.1 0.1
H -3.681579 5.690988 -3.211089 0.1 0.5 -0.4
H -2.641979 4.790831 -5.247713 -0.1 0.1 0.3
H 1.078614 2.518849 -5.190208 0.1 -0.3 -0.2
H 0.361549 5.130741 -4.992590 -0.1 0.1 0.2
H -1.924237 6.829362 -6.035049 0.1 -0.2 -0.1
H -0.512061 7.271497 -5.095257 -0.1 -0.1 -0.1
H 0.609252 7.858448 -6.964755 0.0 -0.2 -0.1
H 0.443950 6.214899 -7.637224 -0.1 0.0 0.0
H -1.730843 6.865989 -8.645084 0.1 0.0 0.0
H -1.707727 8.408406 -7.776092 0.2 0.0 -0.1
C -5.376124 2.159335 0.612328 -0.1 -0.1 0.0
O -4.441643 1.125043 0.426092 0.2 0.1 0.2
C -3.606632 1.310069 -0.710123 -0.2 -0.1 -0.1
C -2.197051 0.831949 -0.461006 0.0 -0.1 -0.1
O -1.440001 1.652335 0.412953 0.1 0.1 0.0
C -1.718460 1.640078 1.796590 -0.1 0.1 0.0
C -1.293536 0.381908 2.518670 -0.1 -0.1 0.2
O -2.151538 -0.710501 2.231582 0.1 0.1 -0.3
C -1.483560 -1.946720 2.178596 -0.1 0.0 0.1
H -6.185983 2.110758 -0.125810 0.0 0.1 0.0
H -5.803421 2.039830 1.607763 0.0 0.0 0.0
H -4.900537 3.144829 0.551768 0.0 0.0 0.0
H -3.577903 2.366186 -0.998274 0.0 0.0 0.0
H -4.018353 0.737547 -1.550651 0.0 0.1 -0.1
H -1.676303 0.897336 -1.418691 0.0 0.0 0.0
H -2.183425 -0.214770 -0.147856 -0.1 0.0 0.1
H -2.766594 1.869998 2.005205 0.0 -0.1 0.0
H -1.114942 2.454679 2.205462 0.0 0.0 0.0
H -1.320168 0.577911 3.599938 0.1 0.0 0.0
H -0.260606 0.143423 2.238126 0.0 0.0 0.0
H -0.592827 -1.890924 1.542007 0.0 0.0 0.0
H -2.169046 -2.676973 1.751181 0.0 0.0 0.0
H -1.189142 -2.278077 3.182704 0.1 -0.1 0.0
C 1.237316 -1.550271 -9.742005 0.0 0.0 -0.1
O 2.639514 -1.382211 -9.689706 0.0 0.0 0.2
C 3.046076 -0.030042 -9.573305 0.0 -0.1 -0.2
C 4.268534 0.108031 -8.694827 0.1 0.1 -0.1
O 4.030229 -0.084660 -7.314669 0.1 0.1 0.1
C 3.790700 -1.390651 -6.832333 -0.2 0.0 0.0
C 5.012343 -2.279061 -6.778019 0.0 -0.2 0.0
O 5.411451 -2.716165 -8.067313 0.0 0.2 -0.1
C 6.802181 -2.849130 -8.214855 -0.1 -0.1 0.0
H 0.837076 -1.242604 -10.715385 0.0 0.0 0.0
H 1.031918 -2.610771 -9.599761 0.0 0.0 0.0
H 0.733484 -0.986680 -8.953393 0.0 0.0 0.0
H 2.237753 0.586659 -9.166760 0.0 0.0 0.0
H 3.300736 0.349860 -10.573401 0.0 0.1 0.0
H 4.596875 1.147530 -8.772420 0.0 0.0 0.0
H 5.082341 -0.524276 -9.060882 -0.1 -0.1 0.0
H 2.976510 -1.880208 -7.370745 0.1 0.0 -0.1
H 3.461233 -1.244645 -5.800923 0.0 0.0 0.0
H 4.768504 -3.159723 -6.167553 0.0 0.0 0.1
H 5.829120 -1.735421 -6.288695 0.0 0.0 0.0
H 7.328993 -1.952618 -7.867529 0.0 0.0 0.0
H 7.007170 -2.982973 -9.276260 0.0 0.0 0.0
H 7.186628 -3.720111 -7.668822 0.0 0.0 0.0
C 1.224004 -2.960550 6.476423 0.1 -0.1 0.0
O 2.227401 -2.421524 5.646283 0.0 0.3 0.1
C 1.720855 -1.799434 4.477778 0.0 -0.2 0.0
C 2.508224 -0.564809 4.106124 0.1 0.0 -0.1
O 2.303832 0.543548 4.964049 -0.1 0.1 0.0
C 2.899164 0.530478 6.247325 0.0 0.0 0.1
C 4.396478 0.738523 6.252431 0.1 -0.1 0.1
O 5.087274 -0.412249 5.800834 -0.1 0.0 -0.2
C 6.260793 -0.123305 5.077925 0.0 0.0 0.1
H 0.792890 -3.871663 6.044480 -0.1 0.0 0.0
H 1.684148 -3.211331 7.430827 0.0 0.0 0.0
H 0.422751 -2.236146 6.657953 0.0 0.0 0.0
H 0.668865 -1.523928 4.612525 0.0 0.0 0.0
H 1.783503 -2.515694 3.646832 -0.1 0.1 -0.1
H 2.136526 -0.234920 3.132932 0.0 0.0 0.0
H 3.568684 -0.797865 3.989754 0.0 -0.1 0.1
H 2.631359 -0.366364 6.810646 0.1 -0.1 -0.1
H 2.460605 1.388871 6.762370 0.0 0.0 0.0
H 4.708136 0.957601 7.283395 0.0 0.1 0.0
H 4.640114 1.605183 5.627270 0.0 0.0 0.0
H 6.073974 0.618563 4.293708 0.0 0.0 0.0
H 6.591235 -1.048864 4.609513 0.0 0.0 0.0
H 7.058312 0.245171 5.734163 0.0 0.0 0.0
C -5.669673 -3.718050 9.475829 -0.1 -0.1 0.0
O -4.676742 -4.697240 9.276688 0.2 0.2 0.1
C -3.933433 -4.525539 8.083166 -0.2 -0.1 0.0
C -2.482127 -4.905343 8.265455 0.0 -0.1 -0.1
O -1.721611 -3.997397 9.042843 0.1 0.1 -0.1
C -1.932887 -3.947181 10.441844 0.0 0.1 0.1
C -1.425581 -5.148773 11.205744 -0.1 -0.1 0.2
O -2.253788 -6.280941 11.013982 0.0 0.0 -0.3
C -1.553707 -7.502499 11.005606 -0.1 0.0 0.1
H -6.520365 -3.862724 8.800084 0.0 0.1 0.0
H -6.018984 -3.812395 10.502937 0.0 0.0 0.0
H -5.269524 -2.708135 9.333086 0.0 0.0 0.0
H -3.992736 -3.487540 7.737531 0.0 0.0 0.0
H -4.359401 -5.171019 7.303200 0.0 0.1 -0.1
H -2.022639 -4.870755 7.274512 0.0 0.0 0.0
H -2.389156 -5.929172 8.634144 -0.1 0.0 0.1
H -2.978062 -3.745602 10.686426 0.0 -0.1 0.0
H -1.345003 -3.089030 10.776581 0.0 0.0 0.0
H -1.414873 -4.893833 12.274545 0.1 0.0 0.0
H -0.397325 -5.365210 10.893246 0.0 0.0 0.0
H -0.691486 -7.463733 10.330277 0.0 0.0 0.0
H -2.240277 -8.268987 10.650108 0.0 0.0 0.0
H -1.207494 -7.776203 12.009270 0.1 0.0 0.0
```
Forces are in eV/Å.

---

[2]
C21H29N3O2 | wB97M-V/def2-TZVPD

Output
- SMILES string = CCCn1cc(CN2CCC[C@H](C(=O)c3cccc(OC)c3)C2)c(C)n1
- ΔE to the lowest compared entry with this formula, charge and spin (kcal/mol) = 64.89
- net charge = 0
- DFT total energy (eV) = -30812.678
- lowest unoccupied orbital energy (eV) = 0.38
- F_max (hartree/bohr) = 0.01589

```
55
Properties=species:S:1:pos:R:3:forces:R:3
C -7.515907 -2.151560 -0.597927 0.2 0.1 0.1
C -6.323309 -1.439848 0.025562 0.0 -0.1 -0.2
C -5.045569 -1.681840 -0.784136 -0.6 -0.1 0.2
N -3.913437 -1.025604 -0.193281 0.4 0.5 -0.1
C -3.554192 0.266252 -0.314287 0.3 0.0 0.2
C -2.443616 0.458495 0.480988 -0.2 -0.1 0.1
C -1.667256 1.721796 0.653119 -0.1 0.0 -0.1
N -0.982735 2.078607 -0.582882 -0.1 0.1 0.0
C -0.406815 3.406821 -0.581240 0.1 0.2 0.2
C 0.881329 3.522556 0.245370 -0.1 0.0 -0.3
C 1.903916 2.502019 -0.247505 0.0 0.0 0.4
C 1.286262 1.095078 -0.214975 -0.2 0.0 -0.5
C 2.279090 0.104077 -0.784298 -0.4 0.1 0.1
O 2.159153 -0.346076 -1.904178 0.0 0.1 0.0
C 3.449551 -0.259631 0.060984 0.6 -0.3 0.2
C 3.548440 0.007895 1.422928 -0.2 0.0 -0.3
C 4.689208 -0.366267 2.113972 0.1 -0.1 0.0
C 5.730518 -1.000308 1.468861 0.0 -0.1 -0.2
C 5.643104 -1.282520 0.102877 -0.2 0.1 0.1
O 6.713405 -1.913739 -0.445312 0.0 0.1 0.3
C 6.671439 -2.236592 -1.815968 0.0 -0.1 -0.2
C 4.500648 -0.910073 -0.588805 0.1 -0.1 -0.1
C -0.016753 1.100115 -1.033385 0.2 -0.2 0.0
C -2.206966 -0.807708 1.059896 -0.3 0.3 -0.2
C -1.125699 -1.211757 2.000033 -0.1 0.0 -0.1
N -3.111363 -1.679036 0.643125 0.1 -0.8 0.3
H -7.688869 -1.793634 -1.610568 -0.1 0.0 -0.1
H -8.413784 -1.971690 -0.012406 -0.1 0.0 0.0
H -7.341080 -3.224049 -0.638445 0.0 -0.1 0.0
H -6.517229 -0.366067 0.075986 0.0 0.0 0.1
H -6.164754 -1.800588 1.043320 0.1 0.1 0.0
H -4.821715 -2.750611 -0.811152 0.0 0.1 -0.1
H -5.174217 -1.315450 -1.806923 0.1 -0.1 0.1
H -4.081236 0.948016 -0.950098 -0.1 0.1 -0.2
H -0.986693 1.610222 1.512813 -0.1 0.1 0.0
H -2.358557 2.541037 0.879368 0.1 0.0 0.1
H -1.156655 4.112104 -0.213969 0.0 0.0 -0.1
H -0.182356 3.661189 -1.622780 0.0 0.1 0.0
H 1.285049 4.532185 0.153517 0.0 0.0 0.1
H 0.659783 3.344248 1.300114 0.0 0.0 0.1
H 2.807938 2.535348 0.365693 0.0 0.0 -0.1
H 2.185281 2.738329 -1.277151 0.1 0.0 -0.1
H 1.057162 0.828768 0.819738 0.1 0.0 0.0
H 2.747607 0.490458 1.959356 -0.1 0.1 0.0
H 4.765508 -0.160808 3.171370 0.0 0.0 0.1
H 6.623108 -1.293415 1.998423 0.1 0.0 0.1
H 7.613738 -2.738942 -2.028302 -0.1 0.0 0.0
H 6.590821 -1.339047 -2.436925 0.0 0.0 0.0
H 5.840553 -2.911204 -2.043485 0.0 0.0 0.0
H 4.381084 -1.104720 -1.643090 0.0 0.0 -0.1
H -0.478265 0.111282 -1.001510 0.0 0.0 -0.1
H 0.225193 1.322241 -2.076824 0.0 -0.1 0.0
H -1.045455 -0.503444 2.823611 0.1 0.0 0.1
H -1.348420 -2.197964 2.396911 0.0 -0.1 0.1
H -0.165963 -1.254946 1.483899 0.1 0.0 0.0
```
Forces are in eV/Å.

---

[3]
C14H16O | wB97M-V/def2-TZVPD

Output
- SMILES string = Cc1ccc(O)cc1.Cc1ccccc1
- ΔE to the lowest compared entry with this formula, charge and spin (kcal/mol) = 74.07
- net charge = 0
- DFT total energy (eV) = -16822.023
- lowest unoccupied orbital energy (eV) = 0.72
- F_max (hartree/bohr) = 0.13362

```
31
Properties=species:S:1:pos:R:3:forces:R:3
C -2.241981 1.101727 -2.636061 4.0 -3.9 1.2
C -2.460352 0.508287 -1.247631 -1.0 0.4 0.5
C -1.631669 -0.542559 -0.872253 1.8 -0.8 1.1
C -1.699493 -1.189962 0.433051 -0.3 0.1 -2.0
C -2.708649 -0.753385 1.285697 1.2 0.4 -1.1
O -2.850649 -1.189579 2.527708 0.7 -3.5 2.7
C -3.531348 0.299549 0.931112 0.4 0.6 -2.8
C -3.480081 0.913939 -0.325165 2.6 -2.2 -0.2
H -2.825758 1.757678 -3.097024 -3.0 2.9 -1.1
H -2.155160 0.245129 -3.314059 -0.6 -0.1 -0.1
H -1.193223 1.431813 -2.775243 -0.4 0.5 0.6
H -0.743514 -0.764987 -1.562062 -1.6 -0.1 1.1
H -1.093422 -2.100264 0.714071 -0.5 1.3 -0.5
H -2.402449 -2.109670 2.729250 -1.2 2.9 -1.0
H -4.286266 0.679627 1.517177 -1.4 0.3 1.9
H -4.191160 1.623822 -0.618684 -0.8 1.1 -0.2
C 2.170140 -1.040277 -1.469073 3.3 1.1 0.5
C 2.548212 -0.380005 -0.099416 -1.2 -2.5 -2.9
C 2.455699 0.979763 -0.196947 0.9 2.1 2.1
C 2.822682 1.771437 0.979696 -1.5 -6.5 -0.2
C 2.939478 1.009746 2.208723 1.0 3.0 -1.3
C 3.047180 -0.381706 2.110610 -0.2 -1.0 6.8
C 2.876753 -1.141656 1.027655 0.2 2.3 -1.8
H 1.345294 -0.486137 -1.840776 -0.7 0.2 -0.7
H 1.994739 -2.099508 -1.497497 -0.1 -0.4 0.2
H 3.121029 -0.781592 -2.083074 -1.8 -0.7 0.4
H 2.106632 1.404878 -1.177861 0.6 -0.1 1.3
H 2.684196 2.763171 0.948186 0.0 3.6 0.2
H 3.105426 1.692280 3.128950 -0.4 -1.9 -1.3
H 3.076355 -1.085969 3.169808 0.4 2.4 -2.8
H 3.201359 -2.135591 1.101130 -0.4 -1.5 -0.5
```
Forces are in eV/Å.

---

[4]
C7H10 | wB97M-V/def2-TZVPD

Output
- ΔE to the lowest compared entry with this formula, charge and spin (kcal/mol) = 164.38
- net charge = 0
- DFT total energy (eV) = -7413.906
- lowest unoccupied orbital energy (spin up / spin down) (eV) = 0.81 / 0.71
- F_max (hartree/bohr) = 0.01890

```
17
Properties=species:S:1:pos:R:3:forces:R:3
C -1.991965 -0.804027 0.018189 -0.9 -0.3 -0.2
C -0.642965 1.254924 -0.390434 0.1 0.4 0.0
C -0.685021 -0.191395 -0.082299 0.2 -0.1 0.0
C 0.450402 -0.936166 -0.856181 0.0 -0.1 -0.2
C 1.397514 -0.557640 0.300134 0.2 0.2 -0.1
C 1.413128 0.950514 0.324982 0.1 0.1 -0.2
C 0.199024 -0.294719 1.132775 0.1 0.3 0.4
H -2.339934 -1.544970 -0.702755 0.1 0.2 0.2
H -2.736105 -0.390590 0.699157 0.2 -0.1 -0.1
H -0.721601 1.615053 -1.427489 0.1 -0.2 0.3
H -1.074450 1.932138 0.350742 0.1 -0.2 -0.1
H 0.246785 -2.013294 -0.870758 0.0 0.2 0.0
H 0.707281 -0.577441 -1.862043 -0.1 0.0 0.2
H 2.283914 -1.138963 0.567496 -0.2 0.1 0.0
H 1.651991 1.471109 -0.610734 -0.1 -0.1 0.3
H 1.843439 1.440357 1.201523 -0.1 -0.2 -0.2
H 0.009730 -0.160420 2.197955 0.1 0.0 -0.3
```
Forces are in eV/Å.